88
Properties=species:S:1:pos:R:3 method="wB97M-V/def2-TZVPD" s2=8.818 homo_ev="-6.650 / -6.953" charge=0 e_tot_ev=-145542.52898 lumo_energy_ev="-0.78 / -0.81" e_above_lowest_kcal_mol=87.26 orbital_gap_ev="5.87 / 6.14" multiplicity=6
Mn -0.418 -0.206 -0.073
C 4.692 -1.878 -1.491
S 3.534 -3.127 -0.855
C 2.035 -2.211 -0.731
S 1.771 -0.831 -1.733
N 1.187 -2.721 0.092
N 0.050 -2.120 0.406
C -0.935 -2.909 0.861
C -2.145 -2.406 1.347
C -3.213 -3.216 1.717
C -4.433 -2.647 2.128
C -4.651 -1.315 2.047
C -3.579 -0.395 1.526
N -2.246 -0.994 1.458
H 5.476 -2.410 -2.015
H 5.100 -1.310 -0.658
H 4.151 -1.230 -2.174
H -0.788 -3.983 0.818
H -3.087 -4.287 1.686
H -5.215 -3.296 2.489
H -5.567 -0.846 2.367
H -3.838 -0.029 0.504
C -2.932 -3.583 -3.498
N -1.835 -2.806 -4.045
C -2.366 -1.758 -4.898
N -3.323 -0.899 -4.215
C -4.385 -1.728 -3.670
N -3.892 -2.763 -2.780
C -3.325 -2.226 -1.566
P -1.849 -1.090 -1.845
C -0.977 -2.267 -3.019
C -2.697 -0.088 -3.195
H -2.533 -4.341 -2.819
H -3.454 -4.076 -4.324
H -2.878 -2.229 -5.744
H -1.536 -1.150 -5.270
H -4.904 -2.214 -4.503
H -5.098 -1.094 -3.136
H -3.005 -3.063 -0.936
H -4.110 -1.676 -1.035
H -0.562 -3.090 -2.426
H -0.142 -1.741 -3.497
H -1.964 0.571 -3.671
H -3.469 0.537 -2.727
N 0.073 1.551 -2.967
C -0.249 2.349 -1.933
N -0.572 1.933 -0.742
C -0.889 2.994 0.088
C -1.239 2.909 1.428
C -1.532 4.059 2.130
C -1.479 5.304 1.514
C -1.124 5.417 0.181
C -0.829 4.261 -0.516
S -0.338 4.089 -2.186
H 0.468 0.644 -2.719
H 0.468 1.990 -3.781
H -1.273 1.940 1.908
H -1.815 3.974 3.168
H -1.714 6.193 2.078
H -1.078 6.377 -0.310
S -1.093 -0.336 2.573
C -3.598 0.781 2.383
N -3.743 1.698 3.052
N 1.417 0.484 0.954
S 2.989 0.359 0.819
C 3.550 -0.371 2.382
C 4.810 -0.101 2.885
C 5.204 -0.703 4.068
C 4.352 -1.583 4.717
C 3.105 -1.868 4.186
C 2.697 -1.259 3.013
C 3.629 2.040 1.080
C 3.380 2.749 2.244
C 3.799 4.064 2.337
C 4.462 4.663 1.277
C 4.695 3.951 0.111
C 4.274 2.638 0.010
H 1.154 0.856 1.867
H 5.469 0.580 2.366
H 6.179 -0.489 4.478
H 4.666 -2.051 5.637
H 2.448 -2.566 4.680
H 1.724 -1.463 2.588
H 2.874 2.276 3.073
H 3.604 4.627 3.238
H 4.790 5.688 1.356
H 5.195 4.423 -0.722
H 4.444 2.064 -0.889